DFT (ωB97M-V/def2-TZVPD) results for a molecular structure, C25H50Br9F3N6O8 in a non-equilibrium geometry.

Cartesian coordinates (Å):
C (5.0772, 0.1921, 5.5573)
C (4.2590, -0.3055, 6.7111)
O (3.0815, -0.6304, 6.5293)
N (4.8532, -0.2650, 7.9006)
C (4.1725, -0.6580, 9.1779)
H (5.1619, 1.2788, 5.5629)
H (4.6046, -0.0681, 4.6102)
H (6.0566, -0.2727, 5.4445)
H (5.7856, 0.1233, 7.9089)
H (3.5361, -1.5120, 8.9461)
H (3.6460, 0.2422, 9.4947)
H (4.9035, -0.8417, 9.9653)
C (-0.8106, 7.8666, 4.0830)
C (-1.9049, 7.1763, 4.8768)
O (-1.8633, 7.0536, 6.0844)
N (-2.9099, 6.7627, 4.1109)
C (-4.1305, 6.1642, 4.6411)
H (-0.1434, 8.4842, 4.6842)
H (-1.2690, 8.4938, 3.3184)
H (-0.1717, 7.0872, 3.6674)
H (-2.9888, 6.9690, 3.1254)
H (-4.2232, 5.0963, 4.4431)
H (-5.0558, 6.5790, 4.2412)
H (-4.1507, 6.2535, 5.7272)
C (7.3045, 5.0283, 9.8284)
C (7.6970, 4.7928, 8.3396)
O (8.6253, 4.0584, 8.0234)
N (6.8923, 5.2887, 7.3248)
C (5.6812, 6.0978, 7.3345)
H (6.8466, 5.9996, 10.0156)
H (8.1580, 4.9599, 10.5028)
H (6.5848, 4.2540, 10.0943)
H (7.2772, 5.1384, 6.4032)
H (5.6315, 6.7590, 8.1996)
H (4.7319, 5.5761, 7.2124)
H (5.8168, 6.7028, 6.4380)
C (13.3787, -4.8237, 11.6365)
C (12.7619, -3.5485, 12.1838)
O (13.1163, -3.1744, 13.3062)
N (11.8984, -2.8744, 11.3894)
C (11.4207, -1.4731, 11.6326)
H (12.5550, -5.4674, 11.3277)
H (13.9409, -5.4117, 12.3620)
H (14.0060, -4.6845, 10.7561)
H (11.6268, -3.2361, 10.4864)
H (11.5652, -1.2225, 12.6835)
H (10.3626, -1.2801, 11.4557)
H (12.0641, -0.7463, 11.1366)
C (9.6238, 7.3943, 17.8761)
C (10.5128, 7.3375, 19.1076)
O (11.4387, 6.5002, 19.1121)
N (10.3233, 8.2694, 20.0223)
C (10.9569, 8.4475, 21.2940)
H (10.1318, 7.0258, 16.9849)
H (9.1698, 8.3634, 17.6690)
H (8.7906, 6.6961, 17.9560)
H (9.5325, 8.8574, 19.8012)
H (11.5767, 9.3418, 21.3588)
H (11.5441, 7.5613, 21.5346)
H (10.3025, 8.6834, 22.1332)
C (13.9308, 11.5825, 13.6776)
C (12.6358, 10.8917, 13.2724)
O (12.6212, 9.6782, 13.5044)
N (11.5538, 11.6004, 12.8855)
C (10.3350, 10.9629, 12.5717)
H (14.7578, 11.2310, 13.0607)
H (14.1225, 11.3880, 14.7328)
H (13.7142, 12.6268, 13.4529)
H (11.7659, 12.5876, 12.9059)
H (10.2117, 9.9339, 12.9095)
H (10.1994, 10.8496, 11.4962)
H (9.5077, 11.4312, 13.1050)
C (10.8465, 2.4684, 2.6386)
C (10.8154, 3.8080, 1.7733)
O (10.0747, 3.6575, 0.5908)
C (8.7286, 3.8328, 0.6378)
O (8.0702, 3.9087, 1.6528)
C (8.0950, 3.9031, -0.7137)
F (7.0768, 4.8028, -0.7565)
F (9.0006, 4.3254, -1.6444)
F (7.6568, 2.6808, -0.8999)
H (9.8794, 2.1997, 3.0636)
H (11.4336, 2.6371, 3.5413)
H (11.3342, 1.6265, 2.1472)
H (11.7709, 4.2857, 1.5568)
H (10.3202, 4.5714, 2.3734)
C (4.3346, 14.6949, 7.9387)
Br (2.8366, 15.9182, 8.4108)
Br (3.8352, 12.8013, 8.1285)
Br (5.9672, 15.3164, 8.8300)
H (4.5031, 14.8704, 6.8762)
C (5.9132, 1.6385, 17.9030)
Br (4.9274, 0.0728, 18.6768)
Br (5.1836, 2.1644, 16.0787)
Br (7.8265, 1.4523, 18.0679)
H (5.7681, 2.5038, 18.5499)
C (7.7473, 11.1054, 2.4431)
Br (7.5074, 12.9699, 2.9792)
Br (5.9705, 10.3714, 2.0142)
Br (8.5815, 10.0782, 3.9216)
H (8.4138, 11.0562, 1.5821)

Highest occupied orbital energy, eV: -9.4
E_tot, eV: -690589.9017
Largest force on an atom, eV/Å: 4.20
ΔE to the lowest compared entry with this formula, charge and spin, eV: 4.367
Frontier orbital gap, eV: 8.83

Atom charges from the Mulliken analysis, given in e for atoms 1 to 99: -1.14, 0.78, -0.65, -0.20, -0.79, 0.25, 0.31, 0.35, 0.23, 0.27, 0.28, 0.32, -1.05, 0.76, -0.63, -0.20, -0.88, 0.30, 0.31, 0.26, 0.22, 0.28, 0.30, 0.33, -0.96, 0.63, -0.64, -0.14, -0.81, 0.32, 0.31, 0.24, 0.24, 0.26, 0.25, 0.32, -1.09, 0.74, -0.62, -0.21, -0.84, 0.32, 0.30, 0.28, 0.21, 0.31, 0.30, 0.29, -1.02, 0.73, -0.66, -0.18, -0.85, 0.30, 0.31, 0.26, 0.19, 0.29, 0.32, 0.31, -0.90, 0.66, -0.64, -0.16, -0.89, 0.26, 0.24, 0.29, 0.18, 0.32, 0.29, 0.34, -1.06, -0.30, -0.29, 0.33, -0.52, 0.87, -0.24, -0.24, -0.22, 0.30, 0.37, 0.31, 0.37, 0.31, -0.29, -0.03, 0.01, -0.01, 0.32, -0.28, -0.02, -0.03, 0.01, 0.32, -0.34, -0.02, 0.00